Below is a molecular structure, C35H30N3O2PdSi in a non-equilibrium geometry, with properties calculated with wB97M-V/def2-TZVPD.

The geometry in XYZ format:
```
72
Properties=species:S:1:pos:R:3:forces:R:3
Pd 0.3145 -0.8901 0.0408 1.158 0.315 0.600
C 4.5829 0.7530 0.2024 0.019 -0.095 0.040
O 3.5942 1.8154 0.3138 -0.026 -0.008 0.029
C 2.4227 1.2168 0.4636 0.036 0.024 0.114
N 2.3853 -0.0632 0.5079 -0.685 -0.252 -0.570
C 3.7447 -0.5517 0.2165 0.077 0.038 0.026
C 3.8171 -1.3071 -1.0904 -0.075 -0.043 0.058
C 2.9201 -1.0682 -2.1244 0.010 0.036 -0.055
C 3.0046 -1.7961 -3.3044 0.002 -0.008 0.002
C 3.9940 -2.7542 -3.4625 -0.007 0.007 0.004
C 4.9081 -2.9774 -2.4410 -0.004 0.014 0.018
C 4.8169 -2.2578 -1.2595 -0.019 -0.055 -0.008
C 1.2106 2.0668 0.5047 0.165 -0.060 -0.004
C 1.1841 3.4427 0.6676 -0.020 0.015 0.000
C -0.0556 4.0712 0.6208 0.011 -0.091 -0.006
C -1.2085 3.3209 0.4139 0.034 0.047 0.045
C -1.0669 1.9501 0.2669 -0.084 0.052 0.028
N 0.1130 1.3587 0.3154 -0.197 -0.126 -0.213
C -2.1675 0.9841 0.0575 -0.017 -0.020 -0.082
N -1.9659 -0.2305 -0.2736 0.228 -0.321 0.243
C -3.2655 -0.9119 -0.2321 -0.089 0.072 0.042
C -4.2658 0.2502 0.0236 0.044 -0.105 -0.067
O -3.4105 1.4036 0.2627 0.001 0.008 -0.015
C -3.3178 -1.9701 0.8487 -0.087 -0.026 -0.069
C -2.4005 -2.0127 1.8892 -0.190 0.043 0.213
C -2.5310 -2.9588 2.8985 -0.446 0.596 0.089
C -3.5819 -3.8603 2.8775 -0.342 0.348 -0.024
C -4.5005 -3.8256 1.8351 0.046 -0.019 0.084
C -4.3658 -2.8874 0.8246 0.076 -0.030 -0.081
H 5.2688 0.8412 1.0415 -0.044 0.023 0.029
H 5.1163 0.8957 -0.7334 0.009 0.026 0.008
H 4.0579 -1.2109 1.0264 0.034 -0.007 -0.009
H 2.1479 -0.3132 -2.0224 -0.007 -0.037 0.021
H 2.2922 -1.6166 -4.0988 -0.002 0.006 0.002
H 4.0529 -3.3237 -4.3804 0.013 -0.006 0.002
H 5.6850 -3.7212 -2.5572 0.004 -0.001 -0.014
H 5.5179 -2.4517 -0.4552 -0.011 -0.015 0.007
H 2.1007 3.9936 0.8213 -0.007 0.023 -0.006
H -0.1221 5.1433 0.7428 -0.004 0.004 -0.003
H -2.1862 3.7784 0.3662 0.001 0.012 0.011
H -3.4455 -1.3737 -1.2037 -0.061 -0.003 -0.010
H -4.8731 0.0916 0.9102 0.003 0.032 0.023
H -4.9029 0.4794 -0.8281 0.052 0.004 -0.020
H -1.5708 -1.3151 1.9225 -0.027 0.005 0.027
H -1.8017 -2.9935 3.6975 -0.149 0.126 -0.118
H -3.6829 -4.5934 3.6667 -0.034 0.027 -0.011
H -5.3178 -4.5337 1.8041 -0.016 -0.003 0.014
H -5.0788 -2.8718 0.0071 -0.001 0.007 -0.002
C -0.6749 -5.1317 4.0366 0.145 -0.252 -0.045
C -1.2542 -5.4523 2.8177 0.476 -0.371 -0.044
C -0.8197 -4.8317 1.6546 0.401 -0.243 0.037
C 0.2146 -3.8932 1.6941 -0.080 -0.041 -0.095
C 0.7861 -3.5789 2.9310 -0.018 0.005 0.022
C 0.3460 -4.1910 4.0945 0.078 -0.004 0.002
Si 0.8967 -3.1465 0.1234 -0.575 0.074 -0.266
C 0.1138 -3.9045 -1.3893 0.022 -0.046 0.149
C -1.2294 -3.6690 -1.6970 0.009 -0.011 -0.046
C -1.8486 -4.3384 -2.7418 0.002 0.024 -0.009
C -1.1291 -5.2545 -3.4974 0.050 -0.031 0.012
C 0.2095 -5.4897 -3.2142 0.009 0.035 -0.016
C 0.8270 -4.8175 -2.1684 -0.008 0.042 -0.089
H -1.0149 -5.6152 4.9433 0.000 -0.016 0.014
H -2.0479 -6.1867 2.7702 0.039 -0.003 -0.005
H -1.2825 -5.0884 0.7095 -0.028 0.003 -0.012
H 1.5914 -2.8530 2.9875 0.011 -0.006 0.002
H 0.8032 -3.9399 5.0430 -0.010 -0.013 0.015
H 2.3405 -3.4724 0.1228 0.116 0.350 -0.045
H -1.8010 -2.9652 -1.1008 0.019 -0.075 0.004
H -2.8917 -4.1544 -2.9666 -0.007 0.001 0.011
H -1.6107 -5.7926 -4.3032 -0.011 0.028 -0.018
H 0.7726 -6.1970 -3.8091 -0.008 -0.016 0.008
H 1.8741 -5.0057 -1.9590 -0.001 -0.013 0.021
```
Positions in Å, forces in eV/Å.

Properties
- LUMO (spin up / spin down) (eV) = -3.347 / -3.348
- Kohn-Sham gap (spin up / spin down) (eV) = 7.60 / 7.59
- total energy (eV) = -56699.79226
- net charge = +1



Below is 3 unconnected molecules or ions with the total composition C3H6O in a non-equilibrium geometry, with properties calculated with wB97M-V/def2-TZVPD.

The geometry in XYZ format:
```
10
Properties=species:S:1:pos:R:3:forces:R:3
C -0.8265 0.0881 -0.4391 -0.654 1.517 0.472
C 0.4534 -0.0791 -0.0573 0.625 -0.744 -1.345
C 1.2926 -0.9870 0.4316 0.274 0.044 1.201
O -1.8239 -0.5562 0.1821 -0.622 -1.244 -0.069
H -2.7120 -0.2981 -0.0955 0.336 0.032 -0.390
H -1.0696 0.8847 -1.1364 -0.301 0.259 0.407
H 0.4294 2.1499 -0.0966 1.249 -1.187 -0.311
H 0.9273 1.3884 -0.2143 -1.036 1.706 -0.029
H 2.3450 -0.9618 0.1769 -0.043 -0.334 -0.244
H 0.9842 -1.6289 1.2486 0.171 -0.049 0.309
```
Positions in Å, forces in eV/Å.

Properties
- ΔE to the lowest compared entry with this formula, charge and spin (kcal per mole) = 138.30
- LUMO (spin up / spin down) (eV) = -0.382 / -0.026
- Kohn-Sham gap (spin up / spin down) (eV) = 7.05 / 8.00
- total energy (eV) = -5249.69689
- net charge = 0



Question: Among the records above, which one has the highest net charge?
Answer: C35H30N3O2PdSi